# C3H4LuO2

A structure of composition C3H4LuO2 in a non-equilibrium geometry (ωB97M-V/def2-TZVPD, OMol25).

The geometry in XYZ format:
```
10
Properties=species:S:1:pos:R:3:lowdin_charge:R:1
C 0.7000 -0.3546 1.1770 0.029
C 1.8720 -0.8227 0.6940 0.110
H -0.0243 -1.0528 1.6076 0.086
H 0.6757 0.6099 1.6934 0.086
H 1.9982 -1.8746 0.4289 0.098
H 2.7235 -0.1597 0.5274 0.098
C -1.3739 0.6068 -0.9065 -0.448
O -1.0525 0.5662 -2.1109 -0.152
O -2.4637 1.0566 -0.4969 -0.152
Lu -3.0552 1.4248 -2.6140 2.246
```

The HOMO energy (alpha / beta) is -17.1 / -16.4 eV. The expectation value of S² is 0.76. As for the net charge: +2. Its orbital gap (alpha / beta) is 5.8966 / 4.2588 eV. The spin multiplicity is 2. As for the energy above the lowest of the compared OMol25 structures with the same formula, charge and spin: 0.00 kcal per mole.